[1]
Density functional theory data (the ωB97M-V functional and the def2-TZVPD basis) for a structure of composition C23H29N3O3 in a non-equilibrium geometry.

Summary:
HOMO level   -0.29242 Ha
HOMO-LUMO gap   7.57 eV
Energy above the lowest of the compared OMol25 structures with the same formula, charge and spin   542.0 kcal/mol

ORCA input file:
```
! wB97M-V def2-TZVPD RIJCOSX def2/J DEFGRID3
* xyz 0 1
C -0.3626 -2.9083 -1.6545
C -1.1398 -3.0743 -0.5080
C -0.4400 -2.5297 0.7562
C 0.5993 -3.5779 1.1909
O 1.7255 -3.6329 0.2573
C 2.4053 -2.4177 0.4966
C 3.3844 -2.3808 -0.3472
C 4.2610 -1.1202 -0.7161
C 4.0285 -0.0385 0.1689
C 3.1506 -0.2095 1.2443
C 2.2524 -1.0858 1.3718
H 1.4724 -1.2339 2.0400
H 3.0008 0.4592 1.8489
C 4.9307 1.2574 0.1805
O 6.1123 1.1535 -0.0319
N 4.1296 2.3044 0.2598
C 2.8468 2.3080 0.0307
C 2.0859 1.6717 -0.8909
C 0.8535 1.9093 -1.1368
C -0.0229 2.6844 -0.1155
C 0.6733 3.4378 0.5730
C 1.9731 3.4552 0.9261
H 2.6074 4.1005 1.5356
H 0.1288 4.2026 1.4547
N -1.3816 2.9237 -0.5439
C -2.0576 2.7263 0.9221
H -1.5817 2.9961 1.7386
C -2.4076 1.4093 1.2811
N -3.2368 0.5529 0.3483
C -4.3733 0.0720 0.5255
O -4.9171 0.2884 1.5010
C -5.1444 -0.5477 -0.8533
H -5.2483 0.2472 -1.4960
H -6.0976 -1.0159 -0.4022
H -4.5730 -1.4245 -1.1188
C -2.3992 0.8341 -0.9785
H -2.9972 0.1906 -1.9892
C -2.1132 2.1161 -1.0938
H -1.5719 2.2034 -2.2776
H -3.1680 2.7722 -1.3934
H -1.4280 -0.0109 -0.7404
H -3.2105 1.2720 2.4432
H -1.5994 0.6752 1.5277
H -3.1297 3.1025 0.8054
H 0.1610 1.2559 -1.8932
H 2.8242 1.0022 -1.6426
H 4.8298 3.0736 0.2711
H 5.1948 -1.2312 -1.2988
H 3.6297 -2.9923 -1.2932
H 0.0995 -4.5228 1.1742
H 0.8260 -3.3105 2.2204
H -0.1847 -1.5655 0.5971
H -1.1446 -2.5349 1.4931
H -1.5326 -4.1920 -0.3074
H -2.0835 -2.5353 -0.5103
H -0.0312 -1.7827 -1.6325
H -0.9900 -3.2410 -2.7048
H 0.3813 -3.5409 -1.6132
*
```

[2]
Density functional theory data (the ωB97M-V functional and the def2-TZVPD basis) for a structure of composition C17H27BCaNO4P2 in a non-equilibrium geometry.

Summary:
HOMO level (alpha / beta)   -0.33038 / -0.33054 Ha
HOMO-LUMO gap (alpha / beta)   5.35 / 3.80 eV

ORCA input file:
```
! wB97M-V def2-TZVPD RIJCOSX def2/J DEFGRID3
* xyz 1 1
Ca 0.0044 -1.5108 -0.0694
P -2.3195 0.1634 -0.0019
C -2.0326 0.4166 -1.7752
C -0.7924 0.6647 -2.4137
N 0.3850 0.2573 -1.8008
C 1.5599 0.7074 -2.2776
C 1.6539 1.4987 -3.4203
C 0.4935 1.7550 -4.1526
C -0.7272 1.3047 -3.6859
C 2.8199 0.4028 -1.5056
P 2.7596 -1.0942 -0.4623
H -1.6612 1.4752 -4.2282
H 2.6339 1.8746 -3.7097
H 0.5547 2.3157 -5.0779
H 3.6688 0.2786 -2.1865
H 3.0744 1.2355 -0.8346
H -2.0471 -1.2142 -3.4219
H -2.9152 0.5059 -2.4283
H -1.0111 -2.9428 -2.2049
O -1.8948 -2.1749 -3.5055
H -2.1566 -2.3855 -4.4179
H -0.6472 -3.3549 1.1133
O -0.1911 -3.1618 -1.6642
H 0.2841 -3.8350 -2.1674
C 3.4138 -2.2741 -1.6875
H 4.4406 -1.9709 -1.9084
H 3.4212 -3.2867 -1.2715
H 2.8244 -2.2255 -2.6071
C 4.2637 -0.7769 0.5163
H 4.4155 -1.6087 1.2175
H 5.1151 -0.7178 -0.1752
H 4.1453 0.1786 1.0454
C -3.4780 1.5790 0.2615
H -4.3953 1.4463 -0.3374
H -3.7646 1.6520 1.3142
H -3.0057 2.5188 -0.0451
C -3.6622 -1.1067 -0.4367
H -4.1608 -1.4949 0.4580
H -4.4274 -0.6390 -1.0872
H -3.2270 -1.9442 -1.0130
O -0.5184 -0.2414 2.9058
B -0.7958 0.7311 1.8704
O -0.5533 1.9999 2.4232
C -0.3015 1.8337 3.7704
C -0.1541 2.7810 4.7608
C -0.0710 2.3479 6.0950
C -0.1160 0.9832 6.4026
C -0.2172 0.0357 5.3686
C -0.3093 0.4758 4.0632
H -0.1149 3.8371 4.4888
H 0.0296 3.0839 6.8968
H -0.0575 0.6531 7.4460
H -0.2351 -1.0325 5.5636
*
```

[3]
Density functional theory data (the ωB97M-V functional and the def2-TZVPD basis) for a cluster of 2 separate species, C2H4NO4 in total in a non-equilibrium geometry.

Summary:
HOMO level   -0.13348 Ha
HOMO-LUMO gap   7.61 eV
Energy above the lowest of the compared OMol25 structures with the same formula, charge and spin   195.0 kcal/mol

ORCA input file:
```
! wB97M-V def2-TZVPD RIJCOSX def2/J DEFGRID3
* xyz -1 1
C 1.2567 1.2206 -0.2511
C -1.4636 -1.3618 -0.3632
N -1.0027 -0.1374 -0.2776
O -0.9804 0.3335 1.1343
O 2.4615 1.7887 -0.5328
O 2.3965 0.4395 -0.2183
O -1.8452 -2.1390 0.5277
H 0.4941 0.8142 -1.0607
H 0.9753 1.3502 0.7511
H -1.4836 -1.8697 -1.3793
H -0.8087 -0.4389 1.6698
*
```

[4]
Density functional theory data (the ωB97M-V functional and the def2-TZVPD basis) for the molecule CH3O4P in a non-equilibrium geometry.

Summary:
HOMO level (alpha / beta)   -0.39502 / -0.38964 Ha
HOMO-LUMO gap (alpha / beta)   11.35 / 6.12 eV
Energy above the lowest of the compared OMol25 structures with the same formula, charge and spin   26.9 kcal/mol

ORCA input file:
```
! wB97M-V def2-TZVPD RIJCOSX def2/J DEFGRID3
* xyz 0 3
C -1.2409 -0.1462 -0.0945
O 1.0350 -1.5159 0.8507
O 1.7020 1.8253 0.1649
O 1.2948 -0.1693 -1.3911
O 0.9145 1.0527 0.7730
P 0.6922 -0.4934 -0.1049
H -1.1213 -0.2957 1.0249
H -1.5805 0.8202 -0.5176
H -1.6958 -1.0776 -0.7053
*
```